Here is a molecular structure, C6H13P at a distorted geometry from the OMol25 dataset. Energies are from ωB97M-V with the def2-TZVPD basis set.

The geometry in ORCA input format:
```
! RIJCOSX wB97M-V def2-TZVPD def2/J DEFGRID3
* xyz 0 1
P -2.245 -0.126 -0.732
C 0.450 -0.797 -0.214
C -3.317 -0.260 0.550
C 0.878 -0.506 -1.612
C 1.766 -0.695 0.663
C -0.389 2.135 0.497
C -0.686 0.180 0.251
H 0.122 2.475 -0.386
H -4.286 -0.497 0.315
H 1.933 -0.745 -1.684
H 0.465 -1.111 -2.384
H 0.650 0.562 -1.787
H 0.070 -1.755 -0.144
H -3.215 -0.302 1.654
H 1.741 -1.357 1.637
H -0.921 -0.074 1.289
H 0.235 2.264 1.398
H 2.741 -1.072 0.229
H -1.407 2.566 0.549
H 1.955 0.399 0.945
*
```

Kohn-Sham gap ... 9.47 eV
ΔE to the lowest compared entry with this formula, charge and spin ... 63.7 kcal per mole
HOMO ... -0.337 hartree

Charges in e, computed with natural (NBO), in the same order as the atoms:
1. P 0.69
2. C -0.27
3. C -0.82
4. C -0.62
5. C -0.62
6. C -0.58
7. C -0.49
8. H 0.20
9. H 0.20
10. H 0.21
11. H 0.22
12. H 0.21
13. H 0.20
14. H 0.21
15. H 0.21
16. H 0.21
17. H 0.21
18. H 0.21
19. H 0.21
20. H 0.21

=====

Here is C6H14B2N2O2 in the gas phase at a distorted geometry from the OMol25 dataset. Energies are from ωB97M-V with the def2-TZVPD basis set.

The geometry in ORCA input format:
```
! RIJCOSX wB97M-V def2-TZVPD def2/J DEFGRID3
* xyz 0 1
O 2.876 -1.980 -0.411
O -2.930 -1.782 0.441
N 1.140 -0.283 0.087
N -1.162 -0.298 0.023
C -0.703 1.025 -0.203
C 3.702 0.345 0.295
C -0.090 -1.167 0.085
C -0.136 -2.525 0.208
C 0.674 1.087 0.290
C -3.619 0.449 -0.450
B 2.495 -0.614 -0.076
B -2.472 -0.591 -0.045
H -3.929 1.185 0.338
H -1.059 -2.964 0.478
H 4.464 0.429 -0.403
H -3.874 -1.830 0.123
H 3.412 1.396 0.507
H -3.510 1.061 -1.332
H 4.126 -0.022 1.218
H -4.477 -0.255 -0.736
H -0.902 1.472 -1.246
H 1.348 1.750 -0.138
H 3.781 -2.096 -0.205
H 0.722 1.196 1.317
H 0.722 -3.153 0.448
H -1.285 1.830 0.449
*
```

Kohn-Sham gap ... 8.42 eV
ΔE to the lowest compared entry with this formula, charge and spin ... 0.0 kcal per mole
HOMO ... -0.291 hartree
Structure (SMILES) ... C=C1N(B(C)O)CCN1B(C)O

Charges in e, computed with natural (NBO), in the same order as the atoms:
1. O -0.88
2. O -0.86
3. N -0.68
4. N -0.70
5. C -0.20
6. C -0.98
7. C 0.39
8. C -0.53
9. C -0.22
10. C -0.97
11. B 1.03
12. B 1.02
13. H 0.25
14. H 0.23
15. H 0.23
16. H 0.49
17. H 0.22
18. H 0.23
19. H 0.24
20. H 0.20
21. H 0.20
22. H 0.21
23. H 0.48
24. H 0.19
25. H 0.23
26. H 0.20

=====

Here is a molecular structure, C6H14CeO3 at a distorted geometry from the OMol25 dataset. Energies are from ωB97M-V with the def2-TZVPD basis set.

The geometry in ORCA input format:
```
! RIJCOSX wB97M-V def2-TZVPD def2/J DEFGRID3
* xyz 3 2
Ce -2.623 -0.955 -2.202
O -1.473 -2.308 -3.545
O 1.518 -2.177 -1.527
O -0.530 -1.253 -1.333
C 5.341 -3.243 -0.920
C -1.919 -2.664 -4.860
C -0.073 -2.509 -3.330
C 0.336 -0.518 -0.445
C 0.171 -2.422 -1.837
C 1.496 -1.492 -0.276
H -0.176 -3.322 -1.303
H 4.242 -3.362 -1.079
H -1.448 -3.612 -5.147
H -3.005 -2.791 -4.824
H 0.495 -1.725 -3.849
H 5.681 -2.266 -1.286
H 5.546 -3.317 0.156
H 2.457 -0.990 -0.132
H 1.294 -2.206 0.535
H -0.185 -0.300 0.492
H 0.607 0.410 -0.960
H 5.859 -4.040 -1.465
H 0.207 -3.504 -3.699
H -1.657 -1.862 -5.561
*
```

Kohn-Sham gap (spin up / spin down) ... 3.87 / 4.62 eV
ΔE to the lowest compared entry with this formula, charge and spin ... 20.0 kcal per mole
HOMO (spin up / spin down) ... -0.705 / -0.705 hartree

Charges in e, computed with Mulliken, in the same order as the atoms:
1. Ce 2.22
2. O -0.30
3. O -0.30
4. O -0.35
5. C -0.84
6. C -0.64
7. C -0.52
8. C -0.32
9. C 0.08
10. C -0.47
11. H 0.29
12. H 0.02
13. H 0.32
14. H 0.38
15. H 0.35
16. H 0.24
17. H 0.27
18. H 0.39
19. H 0.33
20. H 0.36
21. H 0.35
22. H 0.31
23. H 0.45
24. H 0.37

=====

Here is 2 unconnected molecules or ions with the total composition C6H14Cl at a distorted geometry from the OMol25 dataset. Energies are from ωB97M-V with the def2-TZVPD basis set.

The geometry in ORCA input format:
```
! RIJCOSX wB97M-V def2-TZVPD def2/J DEFGRID3
* xyz 0 2
Cl 2.087 0.506 0.467
C 1.443 -1.471 4.594
C 2.845 -0.878 4.675
C -0.840 -1.330 3.569
C 0.573 -0.710 3.621
C -3.117 -1.154 2.500
C -1.708 -0.587 2.615
H -1.260 -0.603 1.615
H -1.279 -1.252 4.566
H -3.126 -2.202 2.199
H 3.300 -0.901 3.685
H 3.436 -1.447 5.359
H 1.025 -0.709 2.630
H -0.786 -2.380 3.276
H 1.508 -2.523 4.326
H -3.646 -0.562 1.773
H -3.652 -1.098 3.457
H -1.803 0.455 2.912
H 0.991 -1.412 5.589
H 0.483 0.322 3.967
H 2.804 0.155 4.993
*
```

Kohn-Sham gap (spin up / spin down) ... 12.01 / 6.82 eV
ΔE to the lowest compared entry with this formula, charge and spin ... 2.0 kcal per mole
HOMO (spin up / spin down) ... -0.398 / -0.398 hartree

Charges in e, computed with natural (NBO), in the same order as the atoms:
1. Cl -0.01
2. C -0.39
3. C -0.60
4. C -0.39
5. C -0.38
6. C -0.60
7. C -0.39
8. H 0.19
9. H 0.19
10. H 0.20
11. H 0.20
12. H 0.21
13. H 0.19
14. H 0.20
15. H 0.19
16. H 0.21
17. H 0.20
18. H 0.19
19. H 0.19
20. H 0.20
21. H 0.20

=====

Here is C6H14Cl2NOP in the gas phase at a distorted geometry from the OMol25 dataset. Energies are from ωB97M-V with the def2-TZVPD basis set.

The geometry in ORCA input format:
```
! RIJCOSX wB97M-V def2-TZVPD def2/J DEFGRID3
* xyz 0 1
Cl 3.246 -0.652 3.644
Cl -2.423 -1.249 3.796
P -0.952 -1.076 2.504
O -0.854 -2.225 1.616
N -1.584 0.763 1.561
C 0.741 -0.322 -2.770
C 1.766 -0.820 2.654
C -0.371 0.295 -0.584
C -0.578 -0.171 -2.023
C -1.698 0.457 0.158
C 0.540 -0.698 3.527
H 1.258 0.633 -2.836
H 1.804 -0.040 1.894
H 0.438 0.293 3.968
H -0.817 1.410 1.728
H -2.277 -0.468 0.071
H 1.390 -1.030 -2.260
H 1.803 -1.802 2.179
H -1.213 0.546 -2.548
H 0.230 -0.447 -0.050
H -2.287 1.262 -0.297
H -1.097 -1.130 -2.010
H 0.556 -1.442 4.327
H 0.174 1.245 -0.579
H 0.564 -0.687 -3.779
*
```

Kohn-Sham gap ... 9.96 eV
ΔE to the lowest compared entry with this formula, charge and spin ... 0.0 kcal per mole
HOMO ... -0.345 hartree
Structure (SMILES) ... CCCCN[P@](=O)(Cl)CCCl

Charges in e, computed with natural (NBO), in the same order as the atoms:
1. Cl -0.06
2. Cl -0.24
3. P 1.85
4. O -1.06
5. N -0.79
6. C -0.60
7. C -0.38
8. C -0.41
9. C -0.39
10. C -0.24
11. C -0.79
12. H 0.20
13. H 0.22
14. H 0.26
15. H 0.35
16. H 0.20
17. H 0.20
18. H 0.24
19. H 0.19
20. H 0.20
21. H 0.20
22. H 0.20
23. H 0.26
24. H 0.19
25. H 0.21

=====

Here is 6 unconnected molecules or ions with the total composition C6H14Cl8N2O4 from the OMol25 dataset. Energies are from ωB97M-V with the def2-TZVPD basis set.

The geometry in ORCA input format:
```
! RIJCOSX wB97M-V def2-TZVPD def2/J DEFGRID3
* xyz 0 1
Cl -0.668 2.778 -1.069
Cl 4.049 1.409 -0.702
Cl -3.201 -1.462 1.140
Cl 0.551 -0.635 -0.878
Cl 0.275 -0.721 2.036
Cl -3.703 -3.481 -0.933
Cl 2.550 3.909 -0.831
Cl -2.700 2.087 0.932
O -0.802 -2.061 6.702
O 0.146 -0.486 5.570
O -1.041 -0.466 -6.491
O -2.031 -1.043 -4.678
N -0.096 -1.649 5.817
N -1.055 -0.697 -5.303
C 4.149 3.157 -0.888
C 0.878 0.195 0.646
C -2.575 -2.269 -0.300
C -2.065 3.336 -0.135
C 0.248 -0.611 -4.576
C 0.529 -2.679 4.940
H 0.354 1.140 0.610
H 0.128 -1.065 -3.602
H 4.598 3.389 -1.844
H -2.387 -1.531 -1.067
H -2.847 3.628 -0.824
H 1.385 -2.228 4.460
H 0.506 0.438 -4.485
H 0.796 -3.507 5.586
H 4.737 3.562 -0.075
H -1.749 4.179 0.464
H 1.945 0.309 0.757
H -1.660 -2.785 -0.038
H -0.225 -2.998 4.228
H 0.983 -1.143 -5.169
*
```

Kohn-Sham gap ... 11.05 eV
ΔE to the lowest compared entry with this formula, charge and spin ... 3.9 kcal per mole
HOMO ... -0.394 hartree
Structure (SMILES) ... C[N+](=O)[O-].C[N+](=O)[O-].ClCCl.ClCCl.ClCCl.ClCCl

Charges in e, computed with natural (NBO), in the same order as the atoms:
1. Cl -0.03
2. Cl -0.03
3. Cl -0.03
4. Cl -0.05
5. Cl -0.03
6. Cl -0.03
7. Cl -0.02
8. Cl -0.01
9. O -0.37
10. O -0.38
11. O -0.38
12. O -0.37
13. N 0.54
14. N 0.54
15. C -0.40
16. C -0.39
17. C -0.39
18. C -0.40
19. C -0.48
20. C -0.49
21. H 0.24
22. H 0.23
23. H 0.22
24. H 0.23
25. H 0.23
26. H 0.23
27. H 0.24
28. H 0.23
29. H 0.22
30. H 0.22
31. H 0.23
32. H 0.22
33. H 0.24
34. H 0.23

=====

Here is a molecular structure, C6H14ClCrORh at a distorted geometry from the OMol25 dataset. Energies are from ωB97M-V with the def2-TZVPD basis set.

The geometry in ORCA input format:
```
! RIJCOSX wB97M-V def2-TZVPD def2/J DEFGRID3
* xyz -1 8
Rh 0.996 1.198 -3.358
Cr 0.207 0.865 -1.113
Cl 1.001 -0.890 -2.263
O -2.172 -0.360 -0.985
C 1.237 1.124 0.611
C -0.833 0.986 -4.138
C 0.322 2.610 -2.138
C 2.879 1.717 -2.902
C -1.359 -0.058 -0.107
C -1.470 -0.384 1.369
H 0.560 1.410 1.426
H 2.976 1.914 -1.826
H -1.590 0.968 -3.347
H -2.304 -1.078 1.513
H 3.104 2.634 -3.465
H -0.812 0.046 -4.709
H -1.625 0.547 1.946
H -0.539 -0.883 1.708
H -1.017 1.847 -4.793
H 1.127 3.344 -1.914
H 2.064 1.826 0.526
H 3.512 0.882 -3.251
H -0.622 3.040 -2.557
H 1.613 0.126 0.883
*
```

Kohn-Sham gap (spin up / spin down) ... 5.10 / 5.88 eV
ΔE to the lowest compared entry with this formula, charge and spin ... 17.8 kcal per mole
HOMO (spin up / spin down) ... -0.073 / -0.138 hartree

Charges in e, computed with natural (NBO), in the same order as the atoms:
1. Rh 0.66
2. Cr 0.81
3. Cl -0.50
4. O -0.45
5. C -1.04
6. C -0.96
7. C -0.94
8. C -0.95
9. C 0.32
10. C -0.70
11. H 0.18
12. H 0.20
13. H 0.19
14. H 0.22
15. H 0.19
16. H 0.19
17. H 0.24
18. H 0.24
19. H 0.19
20. H 0.18
21. H 0.20
22. H 0.19
23. H 0.17
24. H 0.18

=====

Here is a molecular structure, C6H14ClFeMgO at a distorted geometry from the OMol25 dataset. Energies are from ωB97M-V with the def2-TZVPD basis set.

The geometry in ORCA input format:
```
! RIJCOSX wB97M-V def2-TZVPD def2/J DEFGRID3
* xyz -2 6
Fe 1.229 -0.452 -1.594
Cl 0.253 0.437 -3.295
Mg -0.480 0.753 1.644
O -2.316 -1.620 1.237
C 1.231 -2.410 -1.734
C -2.437 -0.483 1.573
C 3.177 -0.326 -1.796
C -0.905 2.767 1.239
C 1.025 -0.169 0.504
C -3.605 0.375 1.908
H 3.338 0.398 -2.613
H 2.012 0.297 0.763
H 1.123 -1.220 0.882
H -0.224 3.352 1.874
H 0.487 -2.648 -2.514
H -4.557 -0.150 1.715
H -3.552 1.300 1.306
H -1.946 3.050 1.436
H 2.220 -2.799 -2.016
H 3.585 0.079 -0.856
H -0.658 2.929 0.180
H 3.633 -1.294 -2.048
H 0.899 -2.821 -0.768
H -3.533 0.654 2.975
*
```

Kohn-Sham gap (spin up / spin down) ... 4.46 / 4.77 eV
ΔE to the lowest compared entry with this formula, charge and spin ... 0.0 kcal per mole
HOMO (spin up / spin down) ... 0.025 / 0.012 hartree

Charges in e, computed with natural (NBO), in the same order as the atoms:
1. Fe 1.46
2. Cl -0.71
3. Mg 1.43
4. O -0.64
5. C -1.16
6. C 0.10
7. C -1.17
8. C -1.42
9. C -1.68
10. C -0.79
11. H 0.18
12. H 0.16
13. H 0.18
14. H 0.17
15. H 0.18
16. H 0.14
17. H 0.24
18. H 0.17
19. H 0.18
20. H 0.19
21. H 0.20
22. H 0.18
23. H 0.20
24. H 0.21

=====

no.,E (eV)
1,-15718.22877
2,-14880.31839
3,-25486.39589
4,-18969.98530
5,-44321.44634
6,-117793.01610
7,-52442.08041
8,-60846.12837